1.
The following is a DFT calculation (the ωB97M-V functional and the def2-TZVPD basis) of 4 unconnected molecules or ions with the total composition C48H99BN3O7 at a distorted geometry.

Its frontier orbital gap (alpha / beta) is 8.78 / 9.08 eV. The value obtained for the HOMO energy (alpha / beta) is -8.20 / -8.84 eV. The LUMO energy (alpha / beta) is 0.58 / 0.24 eV.

ORCA input file:
```
! wB97M-V def2-TZVPD RIJCOSX def2/J DEFGRID3
* xyz 0 4
C -7.4359 -4.6973 -1.1318
C -6.3211 -4.7097 -2.1920
C -6.4156 -3.5415 -3.1801
C -5.4538 -3.6231 -4.3688
C -4.0081 -4.0062 -4.0315
C -3.6550 -5.4953 -4.1806
C -3.3471 -6.2725 -2.8985
C -2.2377 -5.6724 -2.0228
C -2.2536 -6.2445 -0.5912
C -3.0056 -5.3941 0.4493
C -2.1271 -4.4080 1.2218
O -1.2140 -3.6686 0.4014
C -1.7864 -2.5362 -0.2135
C -0.8251 -2.0291 -1.2902
C 0.4812 -1.6401 -0.6056
O -1.4246 -0.9892 -2.0412
C -1.4278 0.2784 -1.4068
C -2.5176 1.2019 -1.9734
C -3.8688 0.4872 -2.0831
C -2.6478 2.4757 -1.1115
C -1.3336 3.1112 -0.6114
B -2.9597 -3.4235 2.1895
O -2.5758 -3.1924 3.5050
O -4.0887 -2.8538 1.6914
C -5.0651 -2.2362 2.5426
C -6.2080 -1.6821 1.6896
H -7.0310 -4.4966 -0.1335
H -8.1943 -3.9415 -1.3505
H -7.9345 -5.6705 -1.0602
H -5.3470 -4.6594 -1.6858
H -6.3373 -5.6526 -2.7538
H -7.4458 -3.5014 -3.5611
H -6.2318 -2.5979 -2.6414
H -5.4259 -2.6279 -4.8298
H -5.8638 -4.2935 -5.1357
H -3.7734 -3.6494 -3.0187
H -3.3544 -3.4287 -4.6941
H -4.4800 -5.9951 -4.7060
H -2.7815 -5.5890 -4.8392
H -4.2630 -6.4213 -2.3014
H -3.0226 -7.2810 -3.1924
H -2.3364 -4.5857 -1.9767
H -1.2647 -5.8733 -2.4857
H -2.7575 -7.2213 -0.6410
H -1.2369 -6.4486 -0.2393
H -3.8722 -4.8959 -0.0049
H -3.4159 -6.0656 1.2183
H -1.4822 -5.0122 1.8738
H -2.7888 -2.7284 -0.6240
H -1.8991 -1.7457 0.5499
H -0.6297 -2.8362 -2.0090
H 1.1056 -0.9994 -1.2380
H 0.2716 -1.0973 0.3210
H 1.0416 -2.5515 -0.3919
H -0.4409 0.7371 -1.5527
H -1.5737 0.1773 -0.3205
H -2.2281 1.5231 -2.9847
H -3.7469 -0.5556 -2.3688
H -4.5065 0.9827 -2.8236
H -4.4090 0.5278 -1.1282
H -3.2817 2.2349 -0.2512
H -3.1977 3.2234 -1.6971
H -1.3518 4.1965 -0.7413
H -1.1898 2.9338 0.4578
H -0.4572 2.7534 -1.1528
H -1.8024 -2.6399 3.6085
H -5.4196 -2.9910 3.2461
H -4.5701 -1.4415 3.1052
H -6.0371 -1.9600 0.6434
H -7.1777 -2.0964 1.9783
H -6.2580 -0.5923 1.7376
C 2.4706 -2.7614 4.2297
C 1.2158 -1.9692 3.8451
C 1.5901 -0.5841 3.3086
C 2.0609 0.3772 4.3970
C 1.0288 0.4748 5.5209
C 0.6464 -0.8831 6.1163
N 0.2706 -1.8091 4.9979
O -0.9522 -1.6834 4.6270
C 1.7963 -1.4452 6.9637
C -0.5683 -0.7449 7.0236
C 0.4821 -2.7551 2.7799
H 2.1968 -3.6980 4.7172
H 3.0198 -2.9983 3.3188
H 3.1526 -2.2232 4.8791
H 0.7122 -0.1537 2.8148
H 2.3582 -0.7090 2.5415
H 3.0315 0.0635 4.7895
H 2.2159 1.3654 3.9614
H 1.3988 1.1064 6.3320
H 0.1235 0.9517 5.1326
H 1.6495 -2.5077 7.1598
H 1.8107 -0.9228 7.9197
H 2.7763 -1.3088 6.5168
H -1.4059 -0.2805 6.5114
H -0.2904 -0.1228 7.8750
H -0.8905 -1.7186 7.3934
H 0.1201 -3.7102 3.1665
H 1.1551 -2.9611 1.9495
H -0.3659 -2.1982 2.3876
C 1.0893 9.7686 -1.7257
C 0.5500 8.6231 -0.8613
C 0.7435 8.9240 0.6269
C 2.1960 8.8137 1.0856
C 2.7804 7.4517 0.7177
C 2.6458 7.1152 -0.7690
N 1.2155 7.3168 -1.1823
O 0.4777 6.3058 -0.9078
C 3.6126 7.9621 -1.6085
C 2.9885 5.6513 -1.0128
C -0.9313 8.4735 -1.1794
H 1.0573 9.4975 -2.7815
H 0.4537 10.6417 -1.5796
H 2.1024 10.0695 -1.4805
H 0.1346 8.2223 1.2051
H 0.3515 9.9244 0.8244
H 2.7956 9.6195 0.6541
H 2.2436 8.9465 2.1677
H 3.8394 7.4008 0.9820
H 2.2693 6.6770 1.2975
H 3.3384 7.9304 -2.6633
H 4.6158 7.5490 -1.5064
H 3.6688 9.0011 -1.2978
H 2.3936 4.9865 -0.3931
H 4.0424 5.5016 -0.7749
H 2.8250 5.3827 -2.0570
H -1.0779 8.1746 -2.2174
H -1.4143 9.4388 -1.0229
H -1.4102 7.7362 -0.5417
C 7.6349 -0.6741 -1.7942
C 6.3633 -1.1382 -1.0748
C 5.6303 -2.2046 -1.8931
C 4.9282 -1.6499 -3.1322
C 4.0001 -0.4967 -2.7561
C 4.6898 0.6159 -1.9663
N 5.4205 -0.0016 -0.8106
O 4.6633 -0.2091 0.2033
C 5.6239 1.4305 -2.8729
C 3.6542 1.5776 -1.3981
C 6.7864 -1.7068 0.2724
H 8.0866 0.1669 -1.2670
H 8.3501 -1.4965 -1.7982
H 7.4783 -0.3854 -2.8280
H 4.8847 -2.6812 -1.2489
H 6.3517 -2.9766 -2.1710
H 5.6596 -1.3278 -3.8783
H 4.3462 -2.4449 -3.6006
H 3.5510 -0.0637 -3.6532
H 3.1787 -0.8902 -2.1498
H 6.3107 2.0341 -2.2786
H 5.0194 2.1035 -3.4801
H 6.2048 0.8243 -3.5616
H 2.9051 1.0617 -0.8031
H 3.1560 2.0759 -2.2304
H 4.1270 2.3343 -0.7710
H 7.2321 -0.9335 0.8984
H 7.5300 -2.4852 0.0971
H 5.9481 -2.1399 0.8106
*
```

---

2.
The following is a DFT calculation (the ωB97M-V functional and the def2-TZVPD basis) of 10 unconnected molecules or ions with the total composition C48H99N3O10 at a distorted geometry.

Its frontier orbital gap (alpha / beta) is 7.09 / 3.10 eV. The value obtained for the HOMO energy (alpha / beta) is -9.54 / -9.54 eV. The LUMO energy (alpha / beta) is -2.45 / -6.44 eV.

ORCA input file:
```
! wB97M-V def2-TZVPD RIJCOSX def2/J DEFGRID3
* xyz 1 2
C 3.3730 2.5033 2.6134
C 2.6676 3.8379 2.7759
C 1.1897 3.4170 3.1225
C 0.3104 4.5711 3.7173
C 0.9430 4.9173 5.0736
C 2.4777 5.3298 5.0217
N 3.2138 4.4199 4.1019
O 4.6193 4.7283 4.1403
C 2.6840 6.7818 4.5147
C 3.0317 5.1528 6.4998
C 2.7445 4.7091 1.4865
H 3.0072 1.8547 1.8175
H 3.2576 1.8348 3.4666
H 4.4430 2.6258 2.4451
H 0.7271 3.0446 2.2085
H 1.1751 2.5785 3.8188
H -0.7011 4.2387 3.9510
H 0.1915 5.4502 3.0839
H 0.6980 4.1894 5.8470
H 0.3837 5.7972 5.3913
H 2.2584 6.8675 3.5149
H 2.0249 7.3754 5.1481
H 3.6969 7.1826 4.5534
H 2.6323 5.9474 7.1300
H 2.8919 4.1806 6.9725
H 4.1073 5.2603 6.6396
H 2.2222 5.6576 1.6121
H 2.1664 4.2686 0.6742
H 3.7448 4.8336 1.0719
H 5.0087 4.0907 4.7431
C 1.3499 -5.5058 -2.0015
C 0.9898 -5.0898 -3.4314
C -0.1250 -4.0612 -3.2902
C -0.3882 -3.3503 -4.5685
C 0.8672 -2.6275 -5.0680
C 2.0384 -3.6347 -5.2773
N 2.2132 -4.4972 -4.0954
O 3.3114 -5.3221 -4.1863
C 1.8499 -4.4008 -6.6798
C 3.3225 -2.7255 -5.3808
C 0.4987 -6.3225 -4.2292
H 1.4002 -4.6797 -1.2922
H 2.3484 -5.9095 -1.8335
H 0.7340 -6.3456 -1.6799
H -1.0420 -4.5943 -3.0395
H 0.0770 -3.3845 -2.4599
H -1.1168 -2.5733 -4.3373
H -0.7633 -3.9293 -5.4123
H 1.1291 -1.8598 -4.3399
H 0.5806 -2.0782 -5.9648
H 1.7740 -3.6425 -7.4590
H 2.7355 -4.9357 -7.0229
H 0.9056 -4.9079 -6.8778
H 3.1439 -1.9194 -6.0924
H 3.4460 -2.1880 -4.4406
H 4.2604 -3.2700 -5.4900
H -0.3705 -6.7648 -3.7425
H 1.3528 -6.9771 -4.4032
H 0.1920 -6.0498 -5.2390
H 3.8755 -4.8515 -3.5683
C -6.5125 -1.4358 5.0589
C -5.1069 -0.8336 5.4264
C -4.0399 -1.9743 5.5349
C -3.3805 -2.3914 4.2048
C -2.8983 -1.1092 3.5221
C -3.9572 -0.0272 3.2736
N -4.6632 0.2665 4.5427
O -5.5408 1.2598 4.3997
C -3.1935 1.2178 2.8043
C -4.9660 -0.4317 2.1802
C -5.3182 -0.2856 6.8149
H -7.0230 -1.9141 5.8948
H -6.4723 -2.2100 4.2926
H -7.2212 -0.6390 4.8334
H -3.1700 -1.6967 6.1302
H -4.5118 -2.8570 5.9665
H -4.1506 -2.8291 3.5697
H -2.5327 -3.0599 4.3551
H -2.2293 -1.2192 2.6686
H -2.3158 -0.6184 4.3018
H -2.5859 1.1274 1.9039
H -3.9448 1.9896 2.6369
H -2.4644 1.4623 3.5768
H -5.5493 0.3688 1.7251
H -4.5061 -0.8511 1.2853
H -5.6819 -1.1835 2.5124
H -6.1605 0.4061 6.8210
H -4.4375 0.2335 7.1930
H -5.6983 -0.9278 7.6093
H -5.0950 1.9475 4.8997
C -0.3848 -0.4008 0.6673
C -0.3285 0.6929 -0.3872
O -0.5897 1.8562 -0.1197
C -0.0457 0.2892 -1.7966
H -0.7292 0.0683 1.5890
H 0.5184 -1.0107 0.6525
H -1.1071 -1.1363 0.3130
H -0.2066 1.0296 -2.5802
H -0.6154 -0.6308 -1.9275
H 1.0123 0.0728 -1.9448
C -2.8421 -3.8693 0.9283
C -1.8146 -4.7127 0.1819
O -0.6665 -4.2988 -0.0006
C -2.2750 -5.9473 -0.5193
H -3.4508 -4.5791 1.4884
H -3.4790 -3.3473 0.2142
H -2.3802 -3.1323 1.5851
H -2.3269 -6.8125 0.1416
H -1.5070 -6.1503 -1.2656
H -3.2409 -5.6624 -0.9366
C 2.3080 -1.7989 5.0327
C 1.2679 -2.6680 4.2960
O 0.1582 -2.8346 4.8733
C 1.4226 -3.0792 2.8774
H 1.7982 -1.1809 5.7718
H 2.6505 -1.0352 4.3343
H 3.1529 -2.3749 5.4102
H 2.4594 -3.3106 2.6330
H 0.9060 -2.3437 2.2608
H 0.7931 -3.9482 2.6859
C 0.0696 4.3104 -4.8080
C 0.4845 4.8525 -3.4265
O 1.5464 5.4821 -3.3034
C -0.3613 4.4432 -2.2371
H -0.9201 4.6935 -5.0568
H -0.0587 3.2286 -4.8442
H 0.8529 4.5118 -5.5387
H 0.2608 4.6638 -1.3696
H -0.6506 3.3928 -2.2717
H -1.2634 5.0510 -2.1664
C 4.1704 2.6427 -1.5422
C 4.2094 1.1341 -1.4593
O 4.2894 0.5340 -0.3641
C 3.9584 0.2298 -2.6416
H 5.0355 3.1078 -1.0697
H 3.3894 3.2262 -1.0547
H 4.1764 2.8143 -2.6186
H 4.3985 0.6910 -3.5258
H 2.9316 0.0075 -2.9319
H 4.4941 -0.7163 -2.5630
C 3.2957 1.6884 -5.9192
C 1.9412 0.9262 -6.1352
O 1.1595 0.7899 -5.2108
C 1.7434 0.2250 -7.4737
H 3.2370 2.6594 -6.4110
H 4.1554 1.0858 -6.2123
H 3.3931 1.9274 -4.8602
H 0.7074 -0.1055 -7.5488
H 2.4564 -0.5990 -7.5009
H 1.8337 0.9014 -8.3237
C -3.5298 1.6257 -1.8376
C -3.0924 1.9629 -3.2479
O -2.8103 3.1386 -3.5516
C -2.9182 0.7246 -4.1215
H -2.8971 0.8502 -1.4058
H -4.5857 1.3701 -1.7483
H -3.2524 2.5251 -1.2879
H -2.1158 0.8397 -4.8501
H -3.8610 0.5857 -4.6506
H -2.7831 -0.2004 -3.5608
*
```